# C23H36ClO15

A molecular structure, C23H36ClO15 at a distorted geometry (ωB97M-V/def2-TZVPD, the OMol25 dataset).

Last column: Mulliken charge in e.
CARTESIAN COORDINATES (ANGSTROEM)
Cl  0.4520  -0.3439  0.1862  -0.36
O  0.4897  0.4184  -1.0646  -0.21
O  1.2718  0.2447  1.1555  -0.50
O  -0.9079  -0.6213  0.7420  -0.57
O  0.9443  -1.6786  -0.0299  -0.47
O  0.9085  2.0544  -4.8837  -0.75
C  0.0789  1.9762  -3.9711  0.00
O  -1.1795  1.8148  -4.2913  -0.45
C  -2.0720  1.7019  -3.1972  -0.45
C  -1.0867  2.1019  -2.0584  0.14
C  0.3457  1.9029  -2.4532  0.47
H  -2.5262  0.7173  -3.0860  0.10
H  -2.8260  2.4879  -3.2384  0.32
H  -1.4316  1.5266  -1.1993  -0.57
H  -1.2063  3.1216  -1.6923  0.70
H  0.8053  0.9584  -2.1619  0.15
H  0.8536  2.8031  -2.1071  0.17
O  5.1183  -4.6619  0.7854  -0.63
C  4.5123  -3.7327  1.2114  0.33
O  3.7902  -3.7225  2.3618  -0.45
C  2.9465  -2.6103  2.3019  -0.59
C  2.9739  -2.1343  0.8499  0.64
C  4.3880  -2.3712  0.5297  -0.81
H  3.3035  -1.8715  3.0194  0.41
H  1.9969  -3.1067  2.5015  0.74
H  2.8475  -1.0516  0.8406  -0.34
H  2.2851  -2.5912  0.1393  0.29
H  5.0613  -1.8182  1.1848  0.30
H  4.7710  -2.3952  -0.4905  0.41
O  -0.2611  3.8473  -0.8015  -0.59
C  0.8645  3.3464  -0.7001  0.08
O  1.7380  3.2737  -1.7430  -0.28
C  2.9331  2.6060  -1.4778  -0.59
C  2.7579  2.4008  0.0734  -0.47
C  1.3468  2.6726  0.5807  0.72
H  3.8398  3.1408  -1.7604  0.46
H  3.0220  1.6472  -1.9885  0.17
H  3.4015  3.0819  0.6302  0.46
H  3.1654  1.4116  0.2818  0.09
H  1.2510  3.2763  1.4831  0.56
H  0.7841  1.7391  0.5895  -0.65
O  -4.2087  -2.7408  0.1743  -0.66
C  -3.1705  -2.5853  -0.4732  0.04
O  -2.1807  -3.5630  -0.4828  -0.47
C  -1.0106  -2.9394  -1.0592  0.43
C  -1.5101  -1.8886  -2.0643  -0.41
C  -2.8010  -1.4022  -1.3820  0.36
H  -0.5673  -3.8044  -1.5525  0.51
H  -0.3532  -2.5931  -0.2616  -0.20
H  -1.6634  -2.4096  -3.0094  0.41
H  -0.8065  -1.1285  -2.4037  0.05
H  -3.4937  -1.3046  -2.2180  0.75
H  -2.6964  -0.4664  -0.8331  -0.92
O  -5.3299  3.2294  -0.2115  -0.68
C  -4.5188  2.4211  0.2619  0.39
O  -4.7798  1.3138  0.9285  -0.39
C  -3.6594  0.4486  1.0016  0.05
C  -2.5375  1.1127  0.2311  -0.11
C  -3.0776  2.5707  0.3077  -0.12
H  -3.7118  -0.6162  0.7746  0.01
H  -3.4239  0.3579  2.0620  0.26
H  -2.5524  0.7282  -0.7888  1.09
H  -1.5871  0.9443  0.7374  0.05
H  -2.7127  3.1077  -0.5679  0.01
H  -2.8684  3.1226  1.2240  0.44
C  0.0405  -0.4069  4.0692  -1.24
C  1.0039  -1.4438  3.4594  1.06
O  2.1418  -1.6652  3.9110  -0.58
C  0.3883  -2.2164  2.3289  -0.35
H  -0.2264  0.3487  3.3303  0.13
H  0.4998  0.0244  4.9586  0.37
H  -0.8207  -0.9922  4.3915  0.38
H  1.1330  -2.5742  1.6178  0.19
H  -0.3617  -1.5586  1.8897  -0.26
H  -0.3279  -2.9933  2.5964  0.44

Forces on the atoms, in the same order (eV/Å):
-1.6851 -5.5620 -0.2974
-0.9405 -3.9305 6.4826
0.5817 0.3157 2.1648
1.4776 1.5918 -1.8412
-0.6944 3.1194 -2.8802
-0.8564 0.1167 1.2497
3.7841 -0.4224 -0.1927
-2.3506 -0.4267 -1.9013
1.8197 1.5583 1.3572
-2.7614 -2.2745 0.8463
-6.5636 -1.2738 -7.4335
0.1479 -0.1328 -0.4278
-0.2804 -0.2840 -0.4617
1.4510 0.7088 -0.8506
-1.0808 -0.8804 -1.8199
0.7361 2.1428 -3.7947
-4.0674 -4.1874 -5.3825
0.6497 -1.2668 0.1606
0.3317 0.2798 -0.4251
2.4361 -1.8044 -1.4810
1.4642 -1.8224 -2.2973
1.4837 1.5483 0.3430
1.5300 -1.9978 0.8331
1.2758 -0.6931 -2.0163
1.8451 0.3030 0.8270
-0.4034 -0.3992 -0.0859
1.4686 -0.6518 0.6631
0.0597 0.8196 -0.2087
-0.2970 0.0260 0.1186
5.0493 1.4986 1.5040
-3.4500 2.8782 4.6622
8.2887 8.5889 3.3075
0.1502 -0.6986 2.6026
2.6624 -0.6464 1.0524
0.5512 0.4337 -3.4818
-0.4132 0.5868 0.0891
-0.7661 -0.0477 -0.2402
0.3453 0.1203 -0.2783
-0.3180 -0.0489 0.3806
-0.0228 -0.0640 -0.3145
0.1205 1.8933 0.5226
2.2425 0.4121 -1.3951
-1.5930 -1.4059 1.0085
-1.8171 2.3516 0.0437
0.3022 -1.5560 -0.4989
0.4848 -0.5262 0.3513
0.5223 -1.4811 -1.2404
0.5886 0.2815 -0.2240
-1.2846 -0.7105 -0.7757
-0.7559 -0.1621 0.0375
0.1481 0.1825 0.8083
-0.7690 0.1752 0.6096
-0.1797 -1.9802 -0.6137
1.2061 -2.2679 1.3473
-1.6284 2.5725 -1.1172
-2.6179 -1.7371 -0.4096
1.7733 -0.5499 1.8591
-2.0063 2.4860 2.2863
2.1288 0.0415 -1.9800
-1.5602 0.3466 -0.6780
0.2563 0.4531 0.3322
-0.0752 1.4286 0.7743
-1.0416 0.9086 -0.6123
-0.1834 0.4620 0.5119
0.4388 -0.1496 0.0567
1.1986 -0.5985 0.0563
0.4753 -0.4250 1.7223
-6.0335 3.1671 4.1375
-1.3783 -0.1152 0.7568
-0.1807 -0.0619 0.1162
-0.0069 0.1841 -0.1399
-0.2871 0.1832 -0.1752
-2.3717 0.3296 0.5117
0.8003 -0.6449 0.6968
0.4451 -0.6079 0.7817

Output
Charge: -1
Highest occupied orbital energy: -6.0332 eV
Gap between HOMO and LUMO: 8.3096 eV
LUMO level: 2.28 eV



# C3H6IN2

A gas-phase ion, C3H6IN2 (charge +1) at a distorted geometry (ωB97M-V/def2-TZVPD, the OMol25 dataset).

Last column: natural (NBO) charge in e.
CARTESIAN COORDINATES (ANGSTROEM)
C  -0.1395  2.0004  -0.4907  0.51
C  -0.0184  0.7364  0.0294  -0.57
C  -0.6133  -0.8164  0.1152  -0.19
N  -0.2827  3.1542  -0.7339  -0.55
N  0.5807  -1.7027  0.1159  -0.71
I  -1.7512  -1.1820  1.9412  0.22
H  0.7238  0.8065  0.8243  0.23
H  -1.2523  -1.0232  -0.7404  0.25
H  0.1365  3.7572  -1.4216  0.43
H  0.3133  -2.6764  -0.0863  0.46
H  1.0429  -1.6784  1.0393  0.45
H  1.2601  -1.3757  -0.5925  0.46

Forces on the atoms, in the same order (eV/Å):
-0.7982 -3.1682 0.5032
0.3028 -0.8504 0.6426
-0.3283 4.1869 -0.4246
-0.1923 0.1992 0.1641
0.4251 -0.2493 -0.1466
0.4934 0.0927 -0.7498
0.0631 0.0670 0.0587
0.1692 -0.2645 0.1302
0.1630 -0.0583 -0.2248
0.1272 0.2100 0.1540
-0.1552 -0.0290 -0.3278
-0.2699 -0.1361 0.2208

Output
Charge: +1
Highest occupied orbital energy: -12.7476 eV
Gap between HOMO and LUMO: 8.6459 eV
LUMO level: -4.10 eV



# C7H10

A molecular structure, C7H10 (ωB97M-V/def2-TZVPD, the OMol25 dataset).

Last column: natural (NBO) charge in e.
CARTESIAN COORDINATES (ANGSTROEM)
C  1.3716  -1.0953  -0.8241  -0.41
C  0.6405  -0.1367  -1.7303  -0.41
C  0.3247  -0.1857  -0.2703  -0.08
C  0.5254  0.8964  0.7902  -0.40
C  -0.8019  0.4895  1.4747  -0.37
C  -2.2041  0.1769  0.1784  -0.22
C  -1.0115  -0.6152  0.3357  -0.28
H  2.4140  -0.8851  -0.5933  0.21
H  1.1332  -2.1538  -0.9054  0.22
H  1.1873  0.7236  -2.1094  0.21
H  -0.0930  -0.5450  -2.4224  0.22
H  1.3987  0.7273  1.4275  0.22
H  0.5419  1.9307  0.4308  0.21
H  -0.7835  0.0634  2.4769  0.24
H  -1.9244  1.0475  -0.4520  0.12
H  -1.6138  1.2452  1.4969  0.28
H  -1.1197  -1.6434  0.6911  0.22

Forces on the atoms, in the same order (eV/Å):
0.0977 -0.1487 0.0819
-0.0682 0.1133 -0.1331
-0.0070 0.0411 -0.0323
0.0810 0.1012 -0.0183
-0.0033 0.1277 0.3309
0.2435 -0.0999 -0.1951
-0.1882 -0.2059 -0.1302
-0.1940 -0.0231 -0.0140
0.0261 0.1778 0.0104
-0.0833 -0.1359 0.0893
0.1220 0.0699 0.1375
-0.1290 0.0259 -0.0863
-0.0092 -0.1866 0.0416
0.0100 -0.0234 -0.1981
-0.1044 -0.1308 0.0595
0.1728 0.1006 0.0798
0.0335 0.1969 -0.0236

Output
Charge: 0
Highest occupied orbital energy: -8.2635 eV
Gap between HOMO and LUMO: 9.3185 eV
LUMO level: 1.05 eV